This record from OMol25 describes C54H47N9O2PTaTe as an isolated structure at a distorted geometry. The level of theory is ωB97M-V/def2-TZVPD.

Values from the calculation:
Charge   +4
HOMO (alpha / beta)   -16.45 / -16.44 eV
HOMO-LUMO gap (alpha / beta)   0.1668 / 0.1666 Eh
Relative energy (zero: lowest compared OMol25 entry of this formula, charge and spin)   0.00 kJ/mol
Energy   -92356.7747 eV
Maximum force   3.91 eV/A

Last column: Löwdin charge in e.
Cartesian coordinates (Å):
Ta 0.17682 0.33130 0.22902  1.89
N -0.57550 1.67596 1.97587  0.08
C -0.64998 0.48163 2.83783  -0.45
N -1.26206 0.41857 3.91859  0.21
C -1.14075 -1.89455 4.56019  -0.52
N -1.02267 -2.87328 5.61173  0.18
N -0.21869 -2.35881 3.55626  0.23
C -0.03748 -1.83801 2.39903  -0.30
N -0.01597 -0.49612 2.12513  -0.04
C 0.38537 -2.66989 1.26259  -0.13
C 0.22245 -4.09901 1.20667  0.03
C 0.60545 -4.78907 0.10431  -0.01
C 1.06619 -4.09425 -1.05242  0.04
C 0.78440 -2.69566 -1.03647  -0.11
N 0.47874 -1.97591 0.06525  -0.04
H 0.28029 2.26424 2.23868  0.12
H -1.40123 2.22731 1.73019  0.14
H -0.27399 -3.53158 5.38948  0.13
H -1.09675 -2.64361 6.58241  0.11
H -0.40025 -4.56623 1.97402  0.13
H 0.42323 -5.88256 0.01329  0.15
H 1.07790 -4.60297 -2.04467  0.14
H 0.64643 -2.18127 -1.98276  0.11
N 3.21601 2.25324 0.84525  -0.12
P 2.96048 0.68701 0.29540  0.95
C 3.60494 0.93535 -1.37219  -0.41
C 4.50074 1.91149 -1.83711  -0.07
C 4.54643 2.24380 -3.21925  -0.02
C 3.85096 1.41233 -4.14431  -0.04
C 3.38211 0.19031 -3.64474  -0.04
C 3.33610 -0.11598 -2.23830  -0.11
C 4.15691 -0.33613 1.08694  -0.35
C 5.27441 -0.82633 0.37631  -0.06
C 6.21132 -1.58183 1.03761  -0.04
C 6.17098 -1.61507 2.42669  -0.03
C 5.14809 -0.98593 3.14516  -0.05
C 4.05632 -0.43618 2.49461  -0.10
C 3.05909 2.93506 2.02468  -0.36
C 3.65927 4.23231 2.12378  0.02
C 3.63786 5.02541 3.31571  -0.01
C 3.11705 4.36746 4.38760  -0.06
C 2.49922 3.12842 4.22467  -0.15
N 2.38609 2.40099 3.10887  0.06
H 3.66192 2.88492 0.10976  0.12
H 5.19110 2.49600 -1.12466  0.15
H 5.14229 3.08521 -3.59498  0.13
H 3.90118 1.47753 -5.19355  0.11
H 2.95971 -0.56061 -4.36709  0.13
H 2.97205 -1.07197 -1.88516  0.09
H 5.32600 -0.65204 -0.67594  0.10
H 6.92595 -2.18898 0.42809  0.15
H 7.02735 -2.00290 2.99456  0.14
H 5.29257 -0.92953 4.24147  0.13
H 3.19024 -0.10497 3.04949  0.08
H 4.21896 4.68598 1.33185  0.11
H 4.20612 5.93866 3.29070  0.13
H 3.23576 4.74637 5.41846  0.13
H 1.89878 2.74889 5.10191  0.13
C -5.15986 1.80701 -4.18724  -0.01
C -4.24412 1.30113 -3.08070  -0.21
C -3.29348 2.14627 -2.58285  0.07
C -2.09870 1.59962 -1.89194  -0.02
C -0.97272 2.43658 -1.64898  -0.13
O -0.09445 1.98991 -0.73409  -0.21
C -0.67542 3.63525 -2.43046  -0.16
C -1.70489 4.47064 -2.54802  -0.10
C -1.72639 5.41335 -3.55717  0.03
C -0.45575 5.75795 -4.13497  0.00
C 0.63495 4.94426 -4.03576  -0.05
C 0.52820 3.81825 -3.23082  0.04
C -2.09600 0.15161 -1.63678  -0.15
O -0.90373 -0.37129 -1.19576  -0.24
C -3.09412 -0.68571 -2.24637  -0.09
C -4.10712 -0.11119 -2.98118  0.08
C -2.98163 -2.19817 -2.04419  -0.21
N -3.26529 -2.70966 -0.88759  0.11
C -4.11850 -2.02221 0.11563  -0.33
C -4.15359 -2.95600 1.26371  -0.55
Te -5.19532 -2.24084 2.97698  1.37
C -3.51224 -1.52925 4.27035  -0.44
C -3.82169 -0.45466 5.14207  -0.06
C -3.08229 0.16803 6.09925  -0.02
C -1.74249 -0.18894 6.18773  0.10
C -0.85517 -0.47630 5.02544  -0.17
C -2.45845 -2.29273 4.07766  -0.08
C -2.43385 -2.97678 -3.13013  -0.22
C -2.11460 -2.38196 -4.35482  -0.03
C -1.60188 -3.12759 -5.41054  -0.03
C -1.56203 -4.53688 -5.24667  -0.04
C -1.86165 -5.11946 -4.03388  -0.03
C -2.27646 -4.31241 -2.91847  -0.02
H -6.20891 1.54745 -3.84911  0.12
H -4.93025 1.30880 -5.12164  0.10
H -5.12970 2.91169 -4.26364  0.10
H -3.42999 3.19856 -2.65800  0.09
H -2.49739 4.56409 -1.82141  0.14
H -2.59564 5.98616 -3.74217  0.12
H -0.42684 6.58357 -4.82793  0.13
H 1.49614 4.97701 -4.72356  0.14
H 1.38969 3.15977 -3.06996  0.11
H -4.92917 -0.75066 -3.37484  0.17
H -5.12503 -1.90092 -0.36315  0.14
H -3.84510 -0.93464 0.26896  0.11
H -3.13941 -3.32638 1.56571  0.05
H -4.73178 -3.89400 1.09153  0.07
H -4.80921 0.03727 4.88239  0.13
H -3.47250 1.04480 6.62991  0.16
H -1.33625 -0.28456 7.19436  0.15
H 0.17939 -0.40500 5.24895  0.16
H -2.61209 -3.29101 3.60957  0.13
H -2.26830 -1.31610 -4.56844  0.12
H -1.44781 -2.63019 -6.33386  0.10
H -1.19585 -5.08767 -6.08122  0.11
H -1.81158 -6.20372 -3.90622  0.12
H -2.59797 -4.82670 -2.02223  0.12

---

This record from OMol25 describes a 17-piece molecular cluster, C56H157N11O23 overall at a distorted geometry. The level of theory is ωB97M-V/def2-TZVPD.

Values from the calculation:
Charge   0
HOMO   -8.92 eV
HOMO-LUMO gap   0.3251 Eh
Relative energy (zero: lowest compared OMol25 entry of this formula, charge and spin)   676.75 kJ/mol
Energy   -124083.8940 eV
Maximum force   3.78 eV/A

Last column: Löwdin charge in e.
Cartesian coordinates (Å):
C 12.75097 -14.20232 -21.39544  -0.21
C 12.94599 -13.26545 -20.18152  -0.28
O 12.46679 -11.99317 -20.40695  -0.05
O 11.34892 -14.51846 -21.54131  -0.08
H 13.31956 -15.11920 -21.24004  0.11
H 13.10217 -13.77704 -22.33559  0.12
H 14.02038 -13.19537 -20.01155  0.11
H 12.43897 -13.73098 -19.33635  0.12
H 12.17298 -11.59802 -19.58286  0.09
H 10.93574 -13.90848 -22.15678  0.08
C 4.13212 -4.37313 -26.25742  -0.19
C 4.67504 -3.09392 -25.50681  -0.21
O 4.56238 -3.13921 -24.05096  -0.10
O 2.68782 -4.54130 -26.19054  -0.09
H 4.49204 -5.26374 -25.74228  0.11
H 4.41657 -4.42841 -27.30819  0.11
H 4.10841 -2.18579 -25.71259  0.11
H 5.72948 -2.99290 -25.76382  0.11
H 4.78963 -2.22965 -23.84442  0.07
H 2.47741 -4.67222 -25.26308  0.07
C 5.76538 -14.15275 -18.68086  -0.21
C 4.95654 -12.90406 -19.25858  -0.22
O 3.68700 -13.33855 -19.72092  -0.08
O 5.37099 -14.57727 -17.35992  -0.08
H 6.84238 -13.99390 -18.62658  0.11
H 5.66310 -15.01566 -19.33891  0.11
H 5.43494 -12.56212 -20.17636  0.11
H 4.87763 -12.02852 -18.61415  0.11
H 3.35267 -12.56474 -20.18032  0.08
H 4.72868 -15.22891 -17.65043  0.07
C 3.91899 1.96057 -19.08332  -0.26
C 4.13484 2.43114 -20.47693  -0.24
O 5.34110 1.77990 -20.97000  -0.08
O 2.68797 2.47907 -18.61903  -0.07
H 4.73239 2.28897 -18.43631  0.13
H 3.80280 0.87973 -19.00350  0.13
H 4.23172 3.51672 -20.49206  0.11
H 3.28317 2.28445 -21.14119  0.12
H 5.47436 1.94292 -21.90662  0.07
H 2.79977 3.37230 -18.28550  0.09
C 10.64395 0.98501 -18.01896  -0.16
C 11.25331 2.25593 -18.54449  -0.28
O 12.66127 2.29833 -18.56145  -0.07
O 11.27206 0.92609 -16.65733  -0.10
H 11.04456 0.15243 -18.59725  0.11
H 9.56660 0.91262 -17.87010  0.12
H 10.90614 3.10440 -17.95485  0.12
H 11.00171 2.47506 -19.58217  0.12
H 13.06382 3.11907 -18.85460  0.10
H 12.08291 1.43748 -16.70835  0.05
C 13.27433 -9.55215 -14.70569  -0.27
C 14.14509 -10.62319 -14.05370  -0.21
O 13.46680 -11.18189 -12.90122  -0.08
O 12.21188 -10.15086 -15.39621  -0.06
H 13.98214 -9.08861 -15.39288  0.11
H 12.93004 -8.74711 -14.05648  0.12
H 15.08567 -10.13769 -13.79354  0.12
H 14.24343 -11.41202 -14.79947  0.12
H 12.70749 -11.72719 -13.11960  0.07
H 11.82210 -10.79756 -14.80338  0.07
C 7.01910 -12.99456 -11.34986  -0.08
C 7.87207 -14.20971 -11.28457  -0.45
C 7.16448 -15.55377 -11.00194  -0.22
O 6.45038 -15.48704 -9.81288  -0.21
C 5.87467 -16.71382 -9.35673  -0.08
N 8.59722 -14.25503 -12.58133  0.03
H 7.58113 -12.12922 -11.70116  0.08
H 6.66463 -12.90864 -10.32269  0.08
H 6.20932 -13.24311 -12.03585  0.08
H 8.56999 -13.96837 -10.48283  0.14
H 7.89093 -16.35076 -10.84329  0.12
H 6.47210 -15.82269 -11.79969  0.13
H 5.16012 -16.43208 -8.58333  0.09
H 6.71868 -17.21427 -8.88207  0.09
H 5.36503 -17.26478 -10.14716  0.09
H 9.21701 -15.05100 -12.53237  0.06
H 7.89522 -14.55222 -13.24390  0.06
C 1.68814 -6.07275 -8.01008  -0.07
C 2.69367 -5.96992 -6.86657  -0.45
C 3.89322 -7.02974 -6.97293  -0.13
O 4.93503 -6.96618 -5.91480  -0.23
C 4.50005 -7.11749 -4.55527  -0.10
N 3.26564 -4.63526 -6.81690  0.03
H 1.13958 -7.00975 -7.91420  0.08
H 2.20992 -5.98208 -8.96278  0.08
H 0.94576 -5.27515 -7.98154  0.08
H 2.20333 -6.07622 -5.89891  0.12
H 4.43305 -6.94373 -7.91595  0.12
H 3.47179 -8.03428 -6.93554  0.11
H 4.01526 -6.20315 -4.21312  0.08
H 5.30796 -7.43448 -3.89579  0.09
H 3.68016 -7.83569 -4.54770  0.08
H 4.08347 -4.88930 -6.28145  0.05
H 3.66527 -4.54996 -7.74055  0.07
C 14.34733 -5.45194 -26.17187  -0.05
C 14.19308 -3.92749 -26.13249  -0.48
C 15.32963 -3.10239 -25.47716  -0.14
O 15.34757 -3.31686 -24.01461  -0.19
C 14.29693 -2.58546 -23.33329  -0.10
N 14.16392 -3.52999 -27.50118  0.01
H 13.57356 -5.82748 -26.84146  0.07
H 14.07933 -5.84456 -25.19100  0.07
H 15.35243 -5.76936 -26.44961  0.08
H 13.24276 -3.67736 -25.66086  0.12
H 15.06922 -2.07167 -25.71780  0.11
H 16.24268 -3.52360 -25.89791  0.13
H 14.14260 -2.98923 -22.33267  0.08
H 13.30397 -2.57779 -23.78281  0.07
H 14.61166 -1.54386 -23.26905  0.08
H 13.26760 -3.67534 -27.94342  0.08
H 14.09470 -2.52238 -27.49482  0.06
C 0.23770 -12.05786 -24.79527  -0.06
C -0.28390 -10.81340 -24.13164  -0.47
C -1.57914 -11.02899 -23.37079  -0.22
O -2.54423 -11.69251 -24.19112  -0.19
C -3.76604 -11.89276 -23.44940  -0.09
N 0.65770 -10.25064 -23.19046  0.02
H 0.37916 -12.87611 -24.08918  0.08
H 1.19232 -11.88204 -25.29115  0.07
H -0.41771 -12.46626 -25.56452  0.08
H -0.40191 -10.02661 -24.87671  0.13
H -1.92964 -10.07239 -22.98328  0.12
H -1.29714 -11.67653 -22.54057  0.13
H -3.97194 -11.00585 -22.85016  0.08
H -3.78960 -12.85749 -22.94260  0.09
H -4.52493 -11.91753 -24.23143  0.08
H 0.34167 -9.35382 -22.84996  0.07
H 1.55180 -9.94237 -23.54495  0.07
C 7.81238 -10.18490 -25.63570  -0.05
C 7.15451 -11.33021 -26.46053  -0.41
C 6.68263 -10.97964 -27.89928  -0.19
O 5.77318 -9.85008 -27.89710  -0.18
C 5.18654 -9.59351 -29.16242  -0.13
N 8.14200 -12.45131 -26.52736  0.03
H 7.46806 -9.17402 -25.85403  0.07
H 8.87535 -10.28361 -25.85582  0.07
H 7.70001 -10.26424 -24.55442  0.07
H 6.22580 -11.66064 -25.99533  0.13
H 6.20502 -11.82647 -28.39210  0.12
H 7.59015 -10.72185 -28.44523  0.12
H 5.75846 -9.74831 -30.07732  0.08
H 4.77258 -8.60259 -29.34900  0.08
H 4.28172 -10.19135 -29.27194  0.08
H 7.72183 -13.25709 -26.96813  0.06
H 8.75432 -12.05586 -27.22649  0.05
C 19.45828 0.38638 -16.51433  -0.07
C 17.97310 0.38872 -16.70260  -0.48
C 17.39550 -0.38448 -15.49699  -0.16
O 17.72402 -1.79939 -15.66534  -0.22
C 16.86969 -2.57564 -16.53403  -0.08
N 17.49521 1.75953 -16.73598  0.04
H 19.73094 0.69313 -15.50455  0.08
H 20.04946 0.95197 -17.23455  0.08
H 19.65032 -0.68267 -16.60580  0.08
H 17.68909 -0.14760 -17.60804  0.13
H 16.31493 -0.24658 -15.53503  0.11
H 17.77246 0.04535 -14.56895  0.12
H 16.94144 -3.63503 -16.28775  0.09
H 17.25953 -2.30959 -17.51655  0.07
H 15.84152 -2.21375 -16.53148  0.08
H 18.04910 2.30400 -17.38162  0.07
H 16.54867 1.71762 -17.08586  0.06
C 0.68499 -0.09248 -13.76963  -0.08
C 1.57107 -0.88260 -12.79607  -0.44
C 3.10689 -0.98289 -13.16335  -0.15
O 3.84521 -1.74810 -12.14044  -0.21
C 5.23628 -1.44753 -12.21614  -0.13
N 1.23963 -0.27202 -11.52852  0.02
H 0.81506 -0.52431 -14.76196  0.07
H 1.01292 0.94647 -13.73578  0.07
H -0.33591 -0.08707 -13.38773  0.08
H 1.14674 -1.88632 -12.77157  0.13
H 3.46522 0.04606 -13.13229  0.11
H 3.34259 -1.44392 -14.12252  0.12
H 5.61350 -1.59407 -13.22823  0.08
H 5.85051 -1.96968 -11.48253  0.09
H 5.37754 -0.38747 -12.00539  0.08
H 1.41181 -0.89629 -10.75344  0.07
H 1.85582 0.51772 -11.39921  0.07
C 9.00719 -5.66254 -19.22813  -0.07
C 7.66871 -6.17946 -18.57950  -0.44
C 7.21390 -5.20235 -17.45613  -0.19
O 5.99068 -5.67664 -16.91088  -0.19
C 6.20723 -6.66025 -15.89042  -0.12
N 6.67219 -6.41906 -19.58891  0.05
H 9.38959 -6.33939 -19.99216  0.07
H 9.84091 -5.42864 -18.56609  0.07
H 8.81120 -4.72739 -19.75272  0.06
H 7.99352 -7.14009 -18.17976  0.13
H 6.97900 -4.26968 -17.96902  0.12
H 7.95071 -5.01086 -16.67605  0.12
H 6.79147 -6.37022 -15.01712  0.08
H 6.51450 -7.67322 -16.15038  0.09
H 5.31155 -6.82939 -15.29272  0.08
H 5.88452 -6.52615 -18.96584  0.06
H 6.49495 -5.62544 -20.18795  0.07
C 18.09888 -9.26065 -22.06315  -0.06
C 18.12273 -8.53744 -20.65820  -0.43
C 19.32111 -7.57946 -20.47612  -0.15
O 20.58714 -8.18569 -20.82548  -0.20
C 21.70151 -7.41502 -20.90040  -0.16
N 16.85455 -7.96631 -20.54858  0.01
H 18.13275 -8.60398 -22.93248  0.07
H 17.24799 -9.91930 -22.23711  0.07
H 18.97696 -9.87693 -22.25621  0.06
H 18.11809 -9.26126 -19.84324  0.14
H 19.43022 -7.06786 -19.51985  0.12
H 19.21246 -6.71350 -21.12912  0.12
H 21.76367 -6.87645 -19.95479  0.08
H 21.61675 -6.64464 -21.66684  0.08
H 22.63074 -7.95213 -21.09056  0.09
H 16.14953 -8.68775 -20.49789  0.08
H 16.61642 -7.35211 -21.31419  0.08
C -2.55346 -4.28905 -22.63460  -0.05
C -1.36393 -3.42614 -22.17327  -0.47
C -1.60001 -2.56287 -20.95631  -0.19
O -2.78376 -1.71522 -21.01074  -0.19
C -2.80726 -0.65625 -20.06079  -0.12
N -0.23728 -4.24920 -21.96788  0.04
H -2.94894 -4.96194 -21.87374  0.08
H -2.32361 -4.91115 -23.49962  0.07
H -3.33385 -3.63020 -23.01538  0.07
H -1.16314 -2.68552 -22.94738  0.14
H -0.77334 -1.85801 -20.86755  0.12
H -1.72015 -3.14448 -20.04231  0.13
H -2.89568 -0.99257 -19.02775  0.08
H -3.61273 0.04476 -20.27962  0.09
H -1.87458 -0.10423 -19.94454  0.07
H -0.19325 -4.50388 -20.99151  0.07
H 0.63955 -3.74875 -21.99625  0.07
C -1.64729 -7.51035 -16.65119  -0.07
C -0.19815 -7.75446 -16.21667  -0.39
C 0.21970 -9.27334 -16.36615  -0.18
O -0.18679 -9.99437 -15.21195  -0.21
C 0.42188 -11.29909 -15.11319  -0.09
N 0.56643 -6.82529 -17.06908  -0.01
H -2.16639 -8.35604 -16.20013  0.07
H -1.78451 -7.72692 -17.71061  0.08
H -2.08634 -6.58664 -16.27424  0.08
H 0.06617 -7.22743 -15.29990  0.13
H 1.30804 -9.21726 -16.38766  0.11
H -0.07362 -9.92110 -17.19227  0.13
H 0.20495 -11.80798 -14.17400  0.09
H 1.48872 -11.08378 -15.17316  0.08
H 0.31577 -11.98569 -15.95308  0.08
H 1.53246 -6.74198 -16.78634  0.06
H 0.21041 -5.88122 -17.02355  0.06

---

This record from OMol25 describes CH2LiOTm as an isolated structure at a distorted geometry. The level of theory is ωB97M-V/def2-TZVPD.

Values from the calculation:
Charge   +2
HOMO (alpha / beta)   -16.86 / -16.66 eV
HOMO-LUMO gap (alpha / beta)   0.2271 / 0.1828 Eh
Relative energy (zero: lowest compared OMol25 entry of this formula, charge and spin)   61.68 kJ/mol
Expectation value of S²   2.005
Energy   -32829.5176 eV
Spin multiplicity   3
Maximum force   3.26 eV/A

Last column: natural (NBO) charge in e.
Cartesian coordinates (Å):
H -0.09402 -0.67930 -2.69554  -0.41
O -1.99756 0.46973 0.07524  -0.96
C -2.01589 -0.52898 0.86869  0.07
Li -2.48194 1.25034 1.99174  0.96
Tm -1.39975 0.94328 -2.19791  2.21
H -1.84332 -1.48942 0.31751  0.13

---

> Among the records above, which one has the highest relative energy (zero: lowest compared OMol25 entry of this formula, charge and spin)?

C56H157N11O23